Entry from OMol25: 2 unconnected molecules or ions with the total composition C2H10N2 in a non-equilibrium geometry (the ωB97M-V functional and the def2-TZVPD basis).

## Properties
relative energy (zero: lowest compared OMol25 entry of this formula, charge and spin)	147.1	kJ/mol
DFT total energy	-191.64135	Ha
SMILES string	CN.CN
HOMO energy	-9.177	eV
orbital gap	10.10	eV
net charge	0

Positions of all 14 atoms, in Å:
C: 1.152 -0.472 -1.710
N: 0.503 0.165 -2.865
H: 1.250 0.133 -0.817
H: 0.535 -1.361 -1.565
H: 2.154 -0.718 -2.079
H: 0.724 1.157 -2.962
H: -0.575 0.094 -2.860
C: -0.524 0.073 2.577
N: -1.108 0.680 1.396
H: -0.456 -1.066 2.366
H: 0.479 0.374 2.804
H: -1.003 0.366 3.608
H: -1.076 0.111 0.470
H: -2.055 0.465 1.638

Atomic partial charges in e from the natural (NBO) method, atoms 1 to 2:
1 C -0.41
2 N -0.85

---

Entry from OMol25: 3 unconnected molecules or ions with the total composition C3H12NO2 in a non-equilibrium geometry (the ωB97M-V functional and the def2-TZVPD basis).

## Properties
relative energy (zero: lowest compared OMol25 entry of this formula, charge and spin)	172.3	kJ/mol
DFT total energy	-326.44749	Ha
HOMO energy	-13.648	eV
orbital gap	10.47	eV
net charge	+1

Positions of all 18 atoms, in Å:
C: -1.339 -1.002 -1.908
C: -0.496 -0.382 -0.830
C: 0.175 -1.171 0.075
N: 0.842 -0.303 1.093
H: -1.870 -0.287 -2.373
H: -1.971 -1.815 -1.496
H: -0.811 -1.529 -2.695
H: -0.561 0.769 -0.811
H: -0.030 -2.141 0.334
H: 0.036 0.143 1.589
H: 1.354 0.578 0.825
H: 1.430 -0.846 1.704
H: -1.624 1.538 1.745
H: -1.097 1.353 3.143
O: -1.139 0.852 2.314
H: 2.944 0.916 -1.173
H: 1.875 2.076 -0.970
O: 2.280 1.252 -0.567

Atomic partial charges in e from the natural (NBO) method, atoms 1 to 2:
1 C -0.67
2 C -0.11

---

Entry from OMol25: a molecular structure, C48H43Cl2N4O3RuS2 in a non-equilibrium geometry (the ωB97M-V functional and the def2-TZVPD basis).

## Properties
relative energy (zero: lowest compared OMol25 entry of this formula, charge and spin)	353.2	kJ/mol
DFT total energy	-4110.51976	Ha
spin multiplicity	6
HOMO energy (spin up / spin down)	-11.575 / -12.724	eV
orbital gap (spin up / spin down)	6.22 / 4.54	eV
net charge	+2

Positions of all 103 atoms, in Å:
Ru: 10.904 13.136 14.499
Cl: 11.501 9.568 10.554
C: 12.624 9.742 11.855
C: 13.490 8.625 11.995
C: 14.587 8.677 12.844
Cl: 15.532 7.320 13.143
C: 14.926 9.893 13.464
C: 16.160 10.190 14.012
C: 16.416 11.346 14.738
C: 15.342 12.242 14.827
N: 14.145 11.989 14.336
C: 13.906 10.869 13.622
C: 12.617 10.783 12.807
O: 11.716 11.664 13.000
H: 13.234 7.655 11.597
H: 16.976 9.451 13.991
H: 17.418 11.653 14.996
H: 15.355 13.076 15.547
C: 16.990 16.260 16.029
C: 15.671 16.290 15.236
C: 14.489 16.828 15.797
C: 13.241 16.573 15.251
C: 13.190 15.614 14.216
C: 14.333 15.068 13.605
C: 15.544 15.588 14.046
S: 11.579 15.118 13.609
O: 10.762 16.325 13.643
C: 10.677 14.353 16.067
C: 11.778 14.411 16.874
C: 11.728 15.098 18.063
C: 10.483 15.387 18.638
C: 10.359 15.846 19.983
C: 9.158 16.350 20.459
C: 8.004 16.339 19.610
C: 8.142 15.811 18.374
C: 9.353 15.438 17.763
C: 9.510 15.019 16.380
C: 8.452 15.446 15.406
C: 8.001 16.859 15.459
C: 8.611 17.910 16.191
C: 8.023 19.156 16.233
C: 6.987 19.503 15.354
C: 6.477 18.528 14.502
C: 6.932 17.203 14.577
C: 6.352 16.292 13.645
C: 6.906 15.059 13.590
C: 8.101 14.822 14.282
S: 8.974 13.384 13.546
O: 8.054 12.241 13.927
C: 8.929 13.549 11.743
C: 9.298 12.441 10.969
C: 9.106 12.403 9.590
C: 8.591 13.547 8.922
C: 8.246 13.450 7.471
C: 8.612 14.710 9.690
C: 8.716 14.759 11.077
H: 17.792 15.667 15.580
H: 16.754 15.992 17.093
H: 17.269 17.319 16.085
H: 14.517 17.411 16.721
H: 12.328 17.053 15.657
H: 14.250 14.275 12.837
H: 16.485 15.391 13.447
H: 12.720 13.971 16.512
H: 12.664 15.404 18.597
H: 11.278 15.706 20.585
H: 9.018 16.745 21.451
H: 7.033 16.672 19.970
H: 7.279 15.587 17.781
H: 9.408 17.739 16.920
H: 8.514 19.961 16.776
H: 6.596 20.486 15.363
H: 5.660 18.725 13.810
H: 5.439 16.567 13.117
H: 6.405 14.286 12.964
H: 9.741 11.536 11.463
H: 9.430 11.459 9.081
H: 9.201 13.377 6.847
H: 7.675 14.317 7.065
H: 7.670 12.509 7.265
H: 8.496 15.662 9.117
H: 8.641 15.681 11.653
C: 10.246 11.706 18.354
N: 9.381 11.011 17.378
C: 7.944 11.127 17.579
C: 9.816 10.634 16.147
N: 10.784 11.282 15.462
N: 9.257 9.545 15.545
C: 9.276 9.521 14.096
C: 8.612 8.390 16.217
H: 10.125 12.796 18.259
H: 11.259 11.306 18.250
H: 9.870 11.321 19.344
H: 7.707 12.182 17.565
H: 7.593 10.689 18.574
H: 7.277 10.691 16.793
H: 11.204 10.680 14.748
H: 10.296 9.377 13.748
H: 8.907 10.528 13.749
H: 8.591 8.791 13.765
H: 8.393 8.514 17.317
H: 9.288 7.568 16.045
H: 7.687 8.054 15.609

Atomic partial charges in e from the Löwdin method, atoms 1 to 2:
1 Ru 0.95
2 Cl 0.81

---

Entry from OMol25: a single C4H7NO2 molecule (the ωB97M-V functional and the def2-TZVPD basis).

## Properties
relative energy (zero: lowest compared OMol25 entry of this formula, charge and spin)	39.6	kJ/mol
DFT total energy	-361.86578	Ha
SMILES string	NC(=O)CCC=O
HOMO energy	-9.716	eV
orbital gap	10.42	eV
net charge	0

Positions of all 14 atoms, in Å:
N: 0.038 -1.595 -1.023
C: -0.982 -1.136 -0.250
O: -1.812 -1.857 0.277
C: -1.006 0.381 -0.096
C: 0.094 0.916 0.833
C: 1.464 1.094 0.249
O: 1.879 0.604 -0.778
H: 0.184 -2.590 -1.064
H: 0.790 -0.971 -1.288
H: -1.998 0.634 0.286
H: -0.902 0.853 -1.080
H: -0.222 1.844 1.322
H: 0.317 0.237 1.655
H: 2.156 1.587 0.959

Atomic partial charges in e from the natural (NBO) method, atoms 1 to 2:
1 N -0.84
2 C 0.67

---

Entry from OMol25: a single C5H11N molecule in a non-equilibrium geometry (the ωB97M-V functional and the def2-TZVPD basis).

## Properties
relative energy (zero: lowest compared OMol25 entry of this formula, charge and spin)	84.0	kJ/mol
DFT total energy	-251.83052	Ha
SMILES string	CC/C=C(/C)N
HOMO energy	-8.994	eV
orbital gap	10.02	eV
net charge	0

Positions of all 17 atoms, in Å:
C: -2.508 -0.540 0.062
C: -1.249 0.237 -0.381
C: 0.019 -0.393 0.196
C: 1.241 0.084 -0.046
C: 2.452 -0.410 0.712
N: 1.420 1.212 -0.930
H: -2.397 -1.620 -0.022
H: -2.838 -0.250 1.056
H: -3.311 -0.275 -0.633
H: -1.283 1.219 0.102
H: -1.273 0.354 -1.461
H: -0.219 -1.233 0.838
H: 3.238 -0.877 0.129
H: 2.826 0.465 1.252
H: 2.013 -1.052 1.475
H: 0.944 1.070 -1.819
H: 0.925 2.009 -0.528

Atomic partial charges in e from the natural (NBO) method, atoms 1 to 2:
1 C -0.61
2 C -0.44